C2H6N4O2 | ωB97M-V with the def2-TZVPD basis set

Values from the calculation:
HOMO-LUMO gap: 10.4158 eV
molar mass: 118.1 g/mol
ΔE to the lowest compared entry with this formula, charge and spin: 46.37 kcal/mol
total charge: 0
lowest unoccupied orbital energy: 0.7 eV
multiplicity: 1
SMILES: [H]/N=C(/C(=O)O)N(N)N

Structure (XYZ):
```
14
Properties=species:S:1:pos:R:3:nbo_charge:R:1
O 2.286 -0.016 0.944 -0.674
O 1.889 0.353 -1.251 -0.601
N -2.008 -0.111 -0.337 -0.673
N -0.086 1.964 0.600 -0.651
N 0.008 -1.503 -0.181 -0.660
N -0.764 -0.297 0.231 -0.154
C 0.135 0.761 0.312 0.331
C 1.491 0.235 -0.108 0.767
H -1.984 0.513 -1.146 0.362
H -1.072 2.222 0.621 0.344
H -0.227 -2.262 0.454 0.370
H 3.200 -0.125 0.635 0.495
H -2.718 0.057 0.370 0.376
H -0.148 -1.791 -1.145 0.368
```

C2H6N4O2 | ωB97M-V with the def2-TZVPD basis set

Values from the calculation:
HOMO-LUMO gap: 9.2087 eV
molar mass: 118.1 g/mol
ΔE to the lowest compared entry with this formula, charge and spin: 218.21 kcal/mol
total charge: 0
lowest unoccupied orbital energy: -0.1 eV
multiplicity: 1

Structure (XYZ):
```
14
Properties=species:S:1:pos:R:3:nbo_charge:R:1
O 1.385 0.622 1.497 -0.554
O -1.776 0.224 0.327 -0.650
N -0.898 -0.869 0.605 -0.363
N 0.419 0.751 -1.732 -0.553
N 0.425 -2.093 -0.805 -0.554
N 0.236 1.328 0.645 -0.424
C -0.029 -0.882 -0.378 0.260
C 0.307 0.442 -0.529 0.342
H 1.164 -1.409 -1.324 0.343
H 0.711 2.273 0.362 0.392
H 0.654 1.651 -1.863 0.329
H -1.211 1.340 0.375 0.496
H 0.642 -0.183 1.653 0.500
H -1.776 -1.633 0.645 0.435
```

C2H6N4O2 | ωB97M-V with the def2-TZVPD basis set

Values from the calculation:
HOMO-LUMO gap: 8.9688 eV
molar mass: 118.1 g/mol
ΔE to the lowest compared entry with this formula, charge and spin: 26.61 kcal/mol
total charge: 0
lowest unoccupied orbital energy: 0.7 eV
multiplicity: 1
SMILES: NC(=O)N/C(N)=N/O

Structure (XYZ):
```
14
Properties=species:S:1:pos:R:3:nbo_charge:R:1
O 0.983 -0.363 2.458 -0.616
O 0.498 2.089 -0.500 -0.571
N 0.902 -0.124 1.073 -0.271
N -0.655 0.010 -0.540 -0.659
N -0.984 -1.546 1.178 -0.822
N 0.274 0.952 -2.427 -0.833
C 0.201 1.042 -1.055 0.795
C -0.204 -0.614 0.577 0.512
H -0.661 -1.676 2.134 0.412
H 0.492 0.037 -2.798 0.381
H 0.820 1.708 -2.823 0.401
H -1.979 -1.373 1.141 0.383
H 1.563 0.369 2.744 0.487
H -1.249 -0.512 -1.161 0.400
```

Number 3 is which compound? C2H6N4O2